ORCA calculation (ωB97M-V/def2-TZVPD) on 2 unconnected molecules or ions with the total composition CBrClFN3 in a non-equilibrium geometry.

Summary:
LUMO level in eV: -2.0
SMILES: N#C/N=N\Cl.FBr
E_HOMO in eV: -10.996
E_tot in a.u.: -3336.26871
Relative energy (zero: lowest compared OMol25 entry of this formula, charge and spin) in eV: 0.470
Net charge: 0

```
7
Properties=species:S:1:pos:R:3:forces:R:3:nbo_charge:R:1
Br 3.82628 0.14156 -0.10347 -1.3318 -1.4670 0.5282 0.428
Cl -2.88945 -1.11176 -0.38892 0.2815 0.4264 -0.0708 0.011
F 2.63321 -1.18774 0.37289 1.3133 1.4689 -0.5318 -0.427
N -0.56640 -0.11309 0.30278 0.7000 -0.3657 0.0365 -0.162
N -1.19851 -1.13843 0.24419 -0.1493 -0.0274 0.1625 0.050
N -0.97986 2.26367 -0.34244 0.2823 -0.7690 0.1459 -0.235
C -0.82526 1.14579 -0.08503 -1.0959 0.7338 -0.2704 0.335
```
Positions in Å, forces in eV/Å.